Entry from the Open Molecules 2025 dataset: a molecular structure, C44H52BrN4OS4TaTe (wB97M-V/def2-TZVPD).

For the relative energy (zero: lowest compared OMol25 entry of this formula, charge and spin), the calculation gives 45.92 kcal/mol. The HOMO energy comes out at -7.17 eV. Its charge is 0. The total energy comes out at -176707.459 eV. The calculation puts the frontier orbital gap at 6.43 eV.

Element x y z (Å)
H  -4.00  0.13  1.62
H  3.79  2.84  -5.64
N  -1.76  1.34  -0.51
H  -3.02  0.47  3.04
H  -3.00  3.83  -2.25
C  0.31  -6.24  5.29
Ta  0.23  0.97  -0.63
C  -0.84  -5.09  1.87
H  0.66  1.01  3.10
H  0.11  2.98  3.97
H  0.05  -2.44  -0.36
C  3.18  2.33  -4.89
C  -0.02  -1.23  -2.89
S  2.28  -0.34  -0.41
C  2.18  2.52  1.35
C  -2.13  4.01  -1.61
H  2.53  1.61  -5.40
H  -0.33  1.31  -4.03
H  -0.22  -8.24  5.87
C  3.47  -4.40  0.40
H  -2.25  -1.99  -3.44
C  -2.96  2.00  1.52
H  -0.97  0.85  3.24
H  -1.50  0.31  -4.88
C  0.45  -5.03  5.95
C  1.06  -3.31  -3.41
H  3.88  4.89  -4.13
C  0.94  -1.58  -5.05
C  0.35  -2.53  -2.51
C  2.87  3.55  1.98
H  1.36  -4.31  -3.11
H  1.36  -2.61  6.68
H  -4.50  1.02  -2.31
S  2.84  -3.93  1.99
H  -1.07  -6.11  1.59
S  3.29  -3.09  -0.79
H  -1.31  3.41  -2.01
H  -1.71  -4.47  1.67
C  -2.48  3.66  -0.19
N  -0.42  2.74  3.14
H  1.98  4.64  -5.80
O  3.95  -5.47  0.15
C  -2.88  -1.25  -2.95
H  0.39  -4.05  -1.01
C  -0.23  -3.81  4.00
H  -2.25  -0.04  1.52
H  0.00  0.75  -5.68
C  0.19  -3.81  5.34
C  0.88  4.09  0.15
H  3.67  3.33  2.68
S  1.71  -1.31  2.84
C  2.35  3.35  -4.10
C  -0.44  0.48  -4.72
C  1.40  4.10  -5.05
Te  -0.58  -1.99  2.98
C  -0.12  -3.11  -1.20
H  0.73  3.41  -5.55
C  2.35  -2.31  1.55
H  0.78  -5.03  6.99
H  1.15  -1.23  -6.06
H  -0.04  -4.73  1.21
H  -4.04  5.07  2.48
H  3.84  1.77  -4.23
H  0.13  4.36  -0.59
C  1.39  -2.83  -4.66
N  -0.23  1.37  2.78
N  -0.70  -0.39  -1.94
C  -3.56  2.99  2.29
C  1.54  5.14  0.77
H  3.96  3.83  -2.71
C  -2.67  0.60  -1.29
Br  3.47  6.28  2.54
H  0.83  -7.41  7.02
C  -2.09  -0.34  -2.06
C  -0.12  -6.21  3.97
C  -3.07  4.63  0.62
H  -4.00  2.72  3.24
C  2.54  4.86  1.69
C  0.20  -0.78  -4.19
H  2.71  5.07  -2.82
H  -4.70  -0.01  -0.91
C  -4.15  0.85  -1.29
H  0.80  4.82  -4.50
C  -3.05  0.56  1.95
C  -3.59  4.30  1.86
H  -3.64  -1.78  -2.38
H  -3.40  -0.69  -3.73
C  0.91  2.04  -2.26
H  -0.24  -7.15  3.43
H  -0.08  3.32  2.38
H  -1.86  5.06  -1.70
H  2.47  1.51  1.61
H  -4.43  1.72  -0.70
H  -1.19  -3.30  -1.24
H  1.97  -3.44  -5.34
H  -3.14  5.65  0.25
C  0.62  -7.55  5.96
C  3.28  4.35  -3.39
H  -0.38  -2.51  6.95
C  1.15  2.75  0.42
C  0.39  -2.57  6.17
H  1.49  -8.02  5.51
H  1.29  6.17  0.54
C  -0.40  -5.02  3.31
C  -2.36  2.36  0.31
C  1.56  2.64  -3.10
C  2.54  -1.93  0.27
H  0.35  -1.66  5.59

Atom charges from the Mulliken analysis, given in e for atoms 1 to 2: H 0.36; H 0.45